{"formula": "C5H8O", "method": "wB97M-V/def2-TZVPD", "species": ["C", "C", "C", "C", "C", "O", "H", "H", "H", "H", "H", "H", "H", "H"], "positions_angstrom": [[1.625, -1.120, -0.880], [0.439, -0.453, -0.296], [0.052, 0.782, -0.577], [-0.961, 1.218, 0.409], [-1.266, -0.081, 1.160], [-0.239, -1.031, 0.752], [2.318, -1.354, -0.067], [1.399, -2.029, -1.438], [2.115, -0.403, -1.548], [0.365, 1.432, -1.379], [-1.766, 1.477, -0.279], [-0.557, 2.021, 1.046], [-2.242, -0.462, 0.844], [-1.284, 0.003, 2.255]], "atomic_forces_ev_per_a": [[0.1, -0.2, 0.0], [0.3, 0.5, -0.2], [0.6, -0.2, 0.1], [-0.3, 0.1, -0.4], [-0.1, -0.1, -0.1], [0.2, 0.1, 0.1], [0.0, -0.2, -0.1], [0.0, -0.1, 0.1], [-0.1, -0.3, 0.1], [0.4, -0.2, 0.0], [-0.7, 0.8, 1.0], [-0.6, 0.0, -0.3], [0.1, -0.2, 0.0], [0.3, -0.1, -0.4]], "de_lowest_kj_mol": 109.0, "multiplicity": 1, "homo_lumo_gap_ev": 9.2, "smiles": "CC1=CCCO1", "lumo_ev": 1.11, "homo_energy_ha": -0.2980}